ORCA calculation (ωB97M-V with the def2-TZVPD basis set) on the molecule C6H6O.

Results
2S+1: 1
Total energy, a.u.: -307.3560
SMILES: C#CC1=CCOC1
Gap between HOMO and LUMO, Eh: 0.366
HOMO energy, Eh: -0.3314
E_LUMO, eV: 0.9

Each line ends with the Löwdin charge.
Element x y z (Å)
C 2.766 -0.812 0.673  0.13
C 1.832 -0.095 0.408  -0.08
C 0.496 0.247 0.043  -0.25
C -0.341 1.268 0.216  0.01
C -1.735 0.809 -0.137  -0.19
O -1.589 -0.495 -0.674  -0.11
C -0.252 -0.921 -0.547  -0.17
H 3.560 -1.480 0.913  0.03
H -0.127 2.255 0.615  0.12
H -2.365 0.770 0.766  0.12
H -2.257 1.443 -0.866  0.12
H 0.161 -1.202 -1.526  0.13
H -0.148 -1.789 0.118  0.13

***

ORCA calculation (ωB97M-V with the def2-TZVPD basis set) on a cluster of 2 separate species, C2H8NO2 in total at a distorted geometry.

Results
2S+1: 1
Total energy, a.u.: -285.9496
Charge: +1
Gap between HOMO and LUMO, Eh: 0.403
HOMO energy, Eh: -0.5585
E_LUMO, eV: -4.2

Each line ends with the Löwdin charge.
Element x y z (Å)
O 0.036 -1.351 1.109  0.09
C -0.091 -0.455 1.902  -0.19
C 0.255 1.000 1.459  0.05
N 0.068 0.903 -0.232  0.21
H -0.585 -0.599 2.846  0.13
H 1.346 1.189 1.520  0.13
H -0.349 1.798 1.880  0.12
H 0.959 1.055 -0.699  0.15
H -0.645 1.592 -0.504  0.16
H -0.386 -0.001 -0.478  0.12
H 0.248 -1.274 -3.378  0.04
H -0.678 -2.312 -2.866  0.05
O -0.178 -1.545 -2.559  -0.06

***

ORCA calculation (ωB97M-V with the def2-TZVPD basis set) on a structure of composition C14H24O2PRhS2 at a distorted geometry.

Results
2S+1: 2
Total energy, a.u.: -1946.5187
Charge: +1
Gap between HOMO and LUMO (alpha / beta), Eh: 0.288 / 0.283
HOMO energy (alpha / beta), Eh: -0.4265 / -0.4314
E_LUMO (alpha / beta), eV: -3.8 / -4.0

Each line ends with the Mulliken spin population.
Element x y z (Å)
Rh -0.441 0.177 0.669  0.81
C -2.343 -3.402 3.306  0.01
C -1.752 -2.900 1.983  0.00
C -2.472 -3.520 0.792  0.00
C -1.776 -1.390 1.976  0.08
C -2.606 -0.626 1.156  -0.02
C -2.654 0.772 1.252  0.02
C -1.832 1.509 2.118  0.05
C -1.866 3.004 2.205  0.00
C -0.971 0.737 2.912  0.02
C -0.961 -0.661 2.851  -0.01
H -2.352 -4.492 3.318  0.00
H -3.371 -3.056 3.426  0.00
H -1.766 -3.063 4.167  0.00
H -0.700 -3.198 1.942  0.00
H -3.546 -3.328 0.830  0.00
H -2.338 -4.601 0.808  0.00
H -2.083 -3.150 -0.158  0.00
H -3.256 -1.110 0.442  0.00
H -3.342 1.288 0.593  0.00
H -1.006 3.439 1.695  0.00
H -1.832 3.325 3.246  0.00
H -2.770 3.402 1.749  0.00
H -0.282 1.223 3.591  0.00
H -0.256 -1.176 3.493  0.00
C 4.370 -0.612 -3.524  0.00
C 3.966 -0.426 -2.082  0.00
O 2.512 -0.538 -1.982  0.00
P 1.634 0.574 -1.294  0.00
S -0.333 0.221 -1.615  0.02
S 1.839 0.504 0.730  0.02
O 2.108 1.972 -1.830  0.00
C 1.930 2.329 -3.236  0.00
C 1.174 3.630 -3.313  0.00
H 5.455 -0.689 -3.590  0.00
H 4.048 0.226 -4.141  0.00
H 3.936 -1.528 -3.921  0.00
H 4.280 0.543 -1.691  0.00
H 4.368 -1.211 -1.445  0.00
H 1.401 1.526 -3.755  0.00
H 2.931 2.412 -3.657  0.00
H 0.182 3.524 -2.875  0.00
H 1.062 3.927 -4.356  0.00
H 1.712 4.416 -2.786  0.00